1.
Here is a cluster of 7 separate species, C26H51BClN2O23P in total at a distorted geometry from OMol25. Energies are from ωB97M-V/def2-TZVPD.

Geometry as XYZ:
```
105
Properties=species:S:1:pos:R:3:forces:R:3
C -2.47477 -1.19379 -0.40770 -0.09 -0.01 -0.05
P -2.91061 0.68789 -0.65983 -1.41 -0.46 -0.04
O -3.98027 0.68698 -2.03435 2.14 -1.37 -0.05
C -1.30265 1.70470 -0.99763 1.67 0.05 -0.29
B -0.98858 2.29277 0.53245 -0.91 1.42 1.55
N 0.07755 1.74409 1.46273 -0.21 0.51 -1.80
O -1.83611 3.41110 1.06208 3.57 -1.77 -0.22
C -0.05944 0.83697 -1.63777 3.15 -1.00 0.83
O 1.15414 0.53286 -1.16866 -8.07 1.71 -3.28
O -0.60530 0.48450 -2.98271 1.70 1.80 3.39
C -1.22081 1.76525 -3.46422 2.01 -0.11 -0.54
C -0.06794 2.32179 -4.48923 -0.99 0.12 -0.57
N -0.62642 3.43981 -5.34321 -0.46 0.09 0.88
C -1.37058 2.85136 -2.20174 -0.68 -2.64 -0.18
C -2.78108 3.64380 -2.46456 0.28 -0.07 0.00
C -2.62590 5.26748 -2.69592 -6.05 1.68 -4.50
O -3.55729 5.83378 -3.51349 6.99 -3.38 5.89
Cl -1.26664 6.26937 -1.86497 -1.93 -1.52 -1.28
H -2.33958 -1.35262 0.75688 -0.05 0.35 -2.50
H -3.46915 -1.76740 -0.70020 2.17 1.16 0.48
H -1.54144 -1.51923 -1.03863 -1.87 0.31 1.32
H -3.74797 -0.02910 -2.69648 -0.30 1.14 1.00
H 0.96149 2.27340 1.23690 -1.00 -0.83 0.58
H 0.28877 0.73571 1.28770 -0.03 1.28 -0.07
H -1.34601 3.77061 1.88192 -1.27 -0.99 -1.66
H -2.21693 1.35880 -3.93561 1.85 1.54 0.74
H 0.84335 2.75581 -3.88821 -1.80 -1.08 -1.04
H 0.30001 1.46367 -5.20640 -0.73 1.63 1.58
H -0.71137 4.34646 -4.81490 0.08 -1.42 -0.68
H -1.57550 3.20388 -5.72461 1.34 0.26 0.59
H -0.37673 3.44522 -2.02846 -2.21 -0.62 -0.80
H -3.57894 3.38574 -1.62263 1.82 1.04 -1.61
H -3.25560 3.21865 -3.47303 1.06 1.31 2.26
C 3.29938 -1.62032 -1.73008 -0.43 0.37 -0.13
O 4.38261 -2.15501 -0.97190 0.02 -0.71 1.06
C 4.01108 -2.74874 0.19039 -0.43 0.12 -0.03
O 2.86917 -2.85111 0.61036 1.61 0.10 -0.56
O 5.13034 -3.20873 0.80440 -0.74 0.40 -0.61
C 4.89035 -3.86212 2.04922 -0.01 -0.23 0.53
H 3.71157 -1.17046 -2.63747 0.21 -0.17 0.28
H 2.60509 -2.41406 -2.02411 0.08 0.15 0.24
H 2.78018 -0.84004 -1.16425 0.10 -0.43 -0.18
H 4.25961 -4.74551 1.90627 -0.04 0.26 0.05
H 4.43478 -3.17148 2.76619 -0.08 -0.18 -0.20
H 5.85354 -4.18867 2.45083 -0.05 0.17 -0.34
C -7.50921 -0.15458 -0.86985 0.21 0.12 -0.46
O -8.13645 -0.27373 0.40549 0.51 -0.23 0.89
C -7.28237 -0.54484 1.42456 0.33 -0.04 0.09
O -6.07346 -0.68676 1.32856 -1.63 0.15 0.08
O -8.00656 -0.63075 2.56890 0.40 0.11 -1.16
C -7.23293 -0.91428 3.73303 0.33 -0.07 0.53
H -8.28511 0.06246 -1.60912 -0.05 -0.06 0.38
H -6.79140 0.67202 -0.87132 0.02 -0.28 0.04
H -7.02072 -1.09372 -1.14908 0.06 0.22 0.12
H -6.50402 -0.11802 3.91556 -0.03 -0.27 -0.10
H -6.73339 -1.88381 3.63788 0.04 0.27 -0.04
H -7.91310 -0.96041 4.58796 -0.06 0.07 -0.37
C 1.84206 -2.55645 -9.34306 0.04 0.19 -0.50
O 1.76276 -3.13335 -8.04113 -0.11 0.56 0.93
C 1.63707 -2.22956 -7.03672 -0.01 0.39 -0.02
O 1.58973 -1.01631 -7.16548 0.04 -1.70 0.19
O 1.57328 -2.90972 -5.86427 0.08 0.34 -1.06
C 1.43904 -2.08071 -4.71152 -0.12 0.30 0.40
H 1.94035 -3.36951 -10.06757 -0.03 -0.03 0.39
H 0.92926 -1.99793 -9.57409 0.24 0.04 0.11
H 2.72330 -1.91227 -9.42686 -0.26 0.01 0.07
H 0.51010 -1.50312 -4.75740 0.27 0.04 -0.03
H 2.30417 -1.41750 -4.61010 -0.26 0.00 -0.12
H 1.39780 -2.72896 -3.83189 0.01 -0.10 -0.41
C -4.14893 1.50050 7.67887 -0.35 0.41 0.07
O -3.18012 0.46682 7.51446 -0.19 -0.97 -0.55
C -3.62290 -0.60683 6.81253 -0.30 -0.03 -0.15
O -4.73895 -0.74138 6.33595 1.52 0.18 0.65
O -2.60868 -1.50481 6.73291 -0.71 0.85 0.17
C -2.93311 -2.69440 6.01616 -0.09 -0.45 -0.27
H -3.68734 2.30797 8.25382 0.16 -0.34 -0.11
H -4.45475 1.90111 6.70702 -0.06 -0.19 0.17
H -5.01555 1.13211 8.23729 0.09 0.02 -0.25
H -3.19036 -2.46147 4.97779 -0.11 -0.02 0.23
H -3.75111 -3.23054 6.50809 0.04 0.19 -0.18
H -2.05047 -3.33985 6.01525 -0.04 0.36 0.16
C 10.46470 -7.96738 0.88855 0.41 -0.06 0.31
O 9.36831 -7.84875 -0.01588 -0.85 0.63 0.16
C 8.39894 -6.99088 0.39137 -0.06 0.24 0.30
O 8.40144 -6.34581 1.42804 -0.01 -0.91 -1.44
O 7.42632 -6.97527 -0.55473 0.91 -0.21 0.67
C 6.33284 -6.10906 -0.25792 -0.36 0.40 0.06
H 11.17871 -8.67768 0.46276 -0.34 0.12 -0.15
H 10.96951 -7.00380 1.01177 -0.20 -0.14 0.11
H 10.12759 -8.35569 1.85507 0.04 0.23 -0.13
H 6.67250 -5.07114 -0.18050 -0.07 -0.23 0.13
H 5.83050 -6.42306 0.66275 0.20 0.13 -0.07
H 5.61577 -6.17574 -1.08074 0.33 -0.18 0.03
C 0.53500 7.31149 1.15085 0.16 0.07 -0.50
O -0.00619 7.19871 2.46558 0.51 0.13 0.88
C 0.87603 7.47749 3.45828 0.50 0.16 0.00
O 2.04368 7.80207 3.30974 -1.72 -0.49 0.20
O 0.23388 7.33242 4.64484 0.31 0.05 -1.05
C 1.04573 7.59585 5.78747 0.29 0.10 0.46
H -0.25666 7.06677 0.43738 -0.01 0.02 0.48
H 0.86835 8.33612 0.95716 0.10 -0.24 0.10
H 1.35702 6.60233 1.00959 -0.02 0.25 0.08
H 1.39953 8.63190 5.77913 0.07 -0.25 -0.09
H 1.88817 6.89806 5.83163 -0.07 0.24 -0.10
H 0.43102 7.44959 6.67989 -0.11 -0.04 -0.38
```
Forces are in eV/Å.

E_HOMO, hartree: -0.3299
Gap between HOMO and LUMO, Eh: 0.3102
SMILES: CP(O)[C@@]1(B(N)O)C(=O)O[C@H](CN)[C@H]1CC(=O)Cl.COC(=O)OC.COC(=O)OC.COC(=O)OC.COC(=O)OC.COC(=O)OC.COC(=O)OC

***

2.
Here is the molecule C5H8O at a distorted geometry from OMol25. Energies are from ωB97M-V/def2-TZVPD.

Geometry as XYZ:
```
14
Properties=species:S:1:pos:R:3:forces:R:3
C -1.49192 -0.98991 -0.38587 -0.22 -0.15 0.07
C -0.43457 0.03828 -0.45751 0.72 -1.21 0.26
C -0.06374 1.04838 0.56040 0.22 -0.24 -0.19
C 1.44232 0.93656 0.40366 0.64 0.40 0.53
C 1.86508 -0.33092 0.27279 0.07 0.74 -0.13
O 0.95375 -1.23622 -0.01932 -1.43 1.61 -0.71
H -1.55994 -1.37221 0.63140 -0.18 -0.06 -0.08
H -2.46065 -0.61620 -0.72722 0.02 0.08 0.04
H -1.16709 -1.79227 -1.05197 -0.31 -0.05 0.10
H -0.26493 0.45705 -1.46641 0.46 -0.75 0.36
H -0.43023 0.78662 1.56771 0.25 0.03 -0.28
H -0.36567 2.08042 0.33453 -0.20 -0.42 -0.25
H 2.07029 1.79715 0.29851 0.33 0.27 0.59
H 2.91358 -0.61201 0.42790 -0.36 -0.24 -0.31
```
Forces are in eV/Å.

E_HOMO, hartree: -0.2898
Gap between HOMO and LUMO, Eh: 0.3273

***

3.
Here is the molecule C2H4OS2 at a distorted geometry from OMol25. Energies are from ωB97M-V/def2-TZVPD.

Geometry as XYZ:
```
9
Properties=species:S:1:pos:R:3:forces:R:3
C 0.88704 0.24340 0.05557 -0.18 -0.55 1.65
C -0.37041 1.03579 0.40593 0.67 -1.96 -2.96
O -0.70988 -1.97412 -0.35287 -0.40 0.58 2.17
S 2.27208 0.99159 -0.29822 -0.01 -0.57 -0.01
S 0.80131 -1.60669 0.29367 -0.55 1.22 -1.77
H -1.02884 0.63924 1.12497 -0.57 -0.90 0.84
H -0.82725 0.90798 -0.60951 -0.54 0.76 0.82
H -0.14039 2.03319 0.62176 0.41 1.44 0.01
H -0.88365 -2.27039 -1.24131 1.17 -0.02 -0.77
```
Forces are in eV/Å.

E_HOMO, hartree: -0.3219
Gap between HOMO and LUMO, Eh: 0.3031
SMILES: CC(=S)SO

***

4.
Here is a cluster of 8 separate species, C20H56N3O13 in total at a distorted geometry from OMol25. Energies are from ωB97M-V/def2-TZVPD.

Geometry as XYZ:
```
92
Properties=species:S:1:pos:R:3:forces:R:3
O 1.91156 -0.62915 -1.59188 0.40 1.49 1.17
C 0.62493 -0.14312 -1.63219 -3.82 -1.48 -1.03
O -0.20288 -0.72006 -2.35936 1.75 0.47 0.62
O 0.32603 0.77720 -0.80156 1.35 0.68 0.32
H 2.22695 -0.09409 -0.81301 0.63 -1.00 -0.77
C 1.30264 -5.25166 -1.02009 0.78 -0.32 -0.29
O 1.55730 -4.60439 0.20385 -0.44 -0.25 0.55
C 1.35154 -3.20024 0.15554 0.42 0.01 -0.13
C 1.25292 -2.65452 1.56518 0.62 -0.34 0.74
N -0.01115 -2.86940 2.25856 -0.45 0.08 -0.53
C -0.99256 -1.85870 1.86726 -0.03 0.26 0.08
C -2.38530 -2.19773 2.33811 -0.16 0.51 0.21
O -2.89912 -3.30513 1.61789 -0.03 0.10 0.10
C -4.27038 -3.47828 1.89286 0.24 -0.51 -0.05
H 0.37035 -4.94621 -1.49766 -0.05 0.17 0.06
H 1.29464 -6.33236 -0.86550 -0.22 0.04 0.36
H 2.13824 -5.08146 -1.70515 -0.20 0.28 -0.26
H 0.46757 -3.00679 -0.46253 -0.05 0.35 0.13
H 2.20957 -2.70882 -0.31173 -0.03 -0.10 -0.27
H 1.57288 -1.60808 1.59660 -0.61 0.21 -0.26
H 2.02558 -3.10976 2.20245 0.06 -0.38 -0.40
H -0.36423 -3.77142 1.94375 0.07 -0.02 0.16
H -1.03322 -1.65301 0.78791 0.07 -0.16 -0.05
H -0.67274 -0.91906 2.33000 -0.21 0.05 0.02
H -3.05415 -1.33587 2.21247 0.13 0.11 -0.35
H -2.40188 -2.37758 3.42278 0.16 -0.39 -0.01
H -4.89100 -2.68420 1.46766 0.09 0.22 0.12
H -4.41471 -3.55307 2.97589 -0.24 0.09 0.03
H -4.58534 -4.41740 1.43708 0.06 -0.02 0.00
C -3.35228 -3.75761 -2.11448 -0.18 -0.79 0.94
O -3.19707 -2.40710 -2.41067 -0.12 0.03 -0.01
C -3.66203 -1.60509 -1.35454 -0.76 0.50 0.57
C -4.09916 -0.21836 -1.82581 0.89 -0.41 -0.01
N -2.95602 0.48156 -2.37505 -1.15 -0.22 -0.76
C -3.26008 1.85587 -2.66277 0.62 0.24 1.18
C -2.01784 2.61119 -3.11574 -0.22 0.16 -0.22
O -1.34043 1.91688 -4.13895 -0.40 0.44 -0.36
C -0.30888 2.68154 -4.67811 0.79 -0.18 -0.44
H -4.37368 -3.99725 -1.77224 -0.27 0.13 -0.55
H -2.78878 -4.11633 -1.23798 0.55 0.40 -0.14
H -3.07832 -4.38522 -2.95789 -0.02 0.22 -0.22
H -2.94955 -1.51309 -0.53063 0.44 -0.04 -0.18
H -4.53892 -2.08565 -0.89603 -0.15 -0.06 -0.05
H -4.51292 0.36644 -0.98597 -0.20 -0.33 0.26
H -4.90112 -0.37696 -2.55410 0.12 0.30 -0.25
H -2.17664 0.38561 -1.73879 0.29 0.10 -0.22
H -3.58280 2.38036 -1.73698 -0.01 0.12 0.07
H -4.13386 1.96618 -3.31045 0.34 -0.27 -0.53
H -1.31669 2.78969 -2.28831 -0.09 -0.36 0.24
H -2.32663 3.62239 -3.42783 -0.01 -0.03 -0.31
H -0.61301 3.53523 -5.29897 -0.48 0.21 0.35
H 0.29016 2.08169 -5.36652 -0.16 -0.40 0.21
H 0.38297 3.02133 -3.90220 0.03 0.19 0.15
C 4.61595 -1.40092 0.53900 -0.84 1.21 -1.00
O 3.72475 -0.27427 0.42942 0.13 -0.29 0.85
C 3.68873 0.46540 1.64281 0.47 1.10 -0.62
C 2.73376 1.63881 1.45650 0.36 -0.84 0.46
N 2.83603 2.57307 2.57746 -0.20 -0.31 -0.28
C 1.75561 3.55040 2.48899 0.21 0.51 -0.30
C 1.97593 4.70674 3.42893 -0.86 0.41 0.83
O 1.73141 4.23866 4.75535 0.26 -0.36 -0.13
C 1.75006 5.22178 5.73283 0.18 0.52 0.90
H 5.59719 -1.03795 0.85089 0.02 -0.28 0.40
H 4.70851 -1.73461 -0.49430 0.00 -0.48 0.17
H 4.14034 -2.13525 1.18577 0.45 -0.29 0.11
H 4.69189 0.89139 1.77228 0.06 -0.22 0.53
H 3.37098 -0.12122 2.51206 0.22 -0.31 -0.06
H 1.74580 1.16087 1.41775 -0.23 0.52 -0.61
H 3.03563 2.15910 0.54877 -0.51 -0.04 -0.17
H 2.70831 2.01752 3.41926 0.00 0.32 0.17
H 0.76106 3.10949 2.62935 -0.03 -0.01 0.40
H 1.68087 3.96333 1.47802 0.48 -0.15 -0.12
H 1.25979 5.52047 3.23682 -0.10 -0.13 -0.24
H 2.96423 5.17698 3.39359 0.20 -0.40 -0.27
H 1.84240 4.75130 6.71467 -0.18 -0.22 -0.12
H 0.84497 5.84280 5.75808 -0.09 -0.07 -0.25
H 2.60597 5.91101 5.69460 0.08 -0.10 -0.46
C -2.03614 2.60512 0.98477 0.32 -0.92 0.49
O -2.03801 1.31695 0.38938 0.00 0.37 0.07
H -1.18107 3.21290 0.67775 -0.06 0.07 -0.22
H -2.97168 3.11862 0.77067 -0.02 0.04 -0.10
H -1.94837 2.44815 2.06690 -0.12 0.44 0.14
H -1.11382 1.08477 0.15186 -0.14 -0.06 -0.40
O 1.64722 3.38664 -1.27449 -0.09 -0.02 0.14
H 1.18007 2.55051 -1.07196 -0.02 -0.19 -0.07
H 1.00235 3.91239 -1.75677 -0.01 -0.05 -0.02
O 2.13078 -2.98703 -3.41820 0.28 -0.13 0.28
H 3.06498 -3.05578 -3.64172 -0.08 0.11 -0.03
H 2.10328 -2.36994 -2.66672 -0.26 0.01 -0.35
O 3.34617 0.15250 -3.96144 0.25 -0.01 0.23
H 3.02984 -0.17828 -3.09962 -0.20 0.16 -0.37
H 3.37379 1.10862 -3.85348 -0.06 -0.06 0.04
```
Forces are in eV/Å.

Net charge: -1
E_HOMO, hartree: -0.1870
Gap between HOMO and LUMO, Eh: 0.2790

***

5.
Here is a cluster of 2 separate species, C2FNO2 in total at a distorted geometry from OMol25. Energies are from ωB97M-V/def2-TZVPD.

Geometry as XYZ:
```
6
Properties=species:S:1:pos:R:3:forces:R:3
C -1.54930 -0.07882 -0.08236 -0.22 0.46 0.47
C 1.28748 0.01953 0.19807 -2.47 -1.45 -0.06
N -2.00237 0.79717 -0.70678 -0.91 0.99 -1.32
O 1.98823 0.51195 0.94287 1.44 0.88 0.81
O -1.00063 -0.84634 0.65795 1.70 -1.01 0.62
F 1.27659 -0.40349 -1.00974 0.45 0.13 -0.51
```
Forces are in eV/Å.

E_HOMO (alpha / beta), hartree: -0.4051 / -0.3562
Gap between HOMO and LUMO (alpha / beta), Eh: 0.3424 / 0.2261

***

6.
Here is the molecule C4H6BrF2IO at a distorted geometry from OMol25. Energies are from ωB97M-V/def2-TZVPD.

Geometry as XYZ:
```
15
Properties=species:S:1:pos:R:3:forces:R:3
C 0.27279 -1.34647 0.69178 -0.20 0.54 -1.01
C 0.57431 0.09216 -1.40229 -5.26 2.84 -1.36
C 0.23100 0.10319 0.04916 -2.60 -0.09 2.38
C -1.31563 0.93435 0.36020 3.60 -3.07 -2.75
O 1.20062 0.86459 0.65442 0.85 1.14 -0.51
F -1.24989 2.12516 -0.20518 -0.49 0.55 0.10
F -1.44076 1.03101 1.63832 -0.59 0.47 1.99
Br 1.27954 1.87388 -1.95870 -0.33 -1.09 -0.32
I -2.83187 -0.31818 -0.54619 -0.37 0.33 0.20
H -0.02235 -1.48543 1.69438 -0.82 0.96 1.49
H -0.23372 -2.17825 0.24442 -0.57 0.01 -1.10
H 1.28267 -1.66844 0.75478 1.31 0.05 -0.44
H 1.26993 -0.59906 -1.48313 3.65 -2.96 -1.05
H -0.37160 -0.21111 -2.07523 2.28 0.88 1.50
H 1.35496 0.78260 1.58329 -0.48 -0.57 0.88
```
Forces are in eV/Å.

E_HOMO, hartree: -0.3553
Gap between HOMO and LUMO, Eh: 0.3652
SMILES: C[C@@](O)(CBr)C(F)(F)I

***

Q: Number 1 is which compound?
A: C26H51BClN2O23P